Record 1
A molecular structure, C29H42AsF9GeN4O7STl. Source: the OMol25 dataset; level of theory: wB97M-V/def2-TZVPD.

Each line ends with the Löwdin charge.
Cartesian coordinates (Å):
Tl (0.459, 1.745, 0.943)  1.006
C (0.956, 5.066, 1.404)  -0.229
C (0.431, 5.205, -0.082)  -0.195
N (0.700, 3.953, -0.781)  -0.133
C (-0.172, 3.679, -1.918)  -0.172
C (-1.484, 3.076, -1.450)  -0.294
C (-2.374, 2.694, -2.439)  -0.056
C (-3.560, 2.124, -2.073)  -0.078
C (-3.876, 1.986, -0.728)  -0.019
C (-2.963, 2.479, 0.199)  -0.256
C (-3.357, 2.540, 1.674)  -0.191
N (-2.292, 2.409, 2.563)  -0.079
C (-1.901, 3.485, 3.482)  -0.192
C (-1.057, 4.601, 2.814)  -0.204
N (0.271, 4.149, 2.291)  -0.141
N (-1.823, 3.045, -0.158)  0.107
H (0.869, 6.151, 1.781)  0.122
H (2.056, 4.779, 1.404)  0.113
H (0.911, 6.053, -0.584)  0.110
H (-0.655, 5.324, -0.097)  0.100
H (1.672, 3.697, -0.886)  0.103
H (0.276, 2.985, -2.613)  0.115
H (-0.430, 4.597, -2.543)  0.139
H (-2.035, 2.721, -3.483)  0.120
H (-4.210, 1.714, -2.855)  0.111
H (-4.747, 1.348, -0.472)  0.126
H (-4.071, 1.757, 1.811)  0.107
H (-3.930, 3.503, 1.705)  0.144
H (-1.944, 1.432, 2.763)  0.088
H (-1.303, 3.023, 4.296)  0.126
H (-2.777, 3.998, 3.941)  0.112
H (-0.884, 5.371, 3.600)  0.109
H (-1.624, 5.129, 2.012)  0.113
H (0.909, 3.920, 3.066)  0.119
O (1.363, -1.302, 3.845)  -0.290
As (-0.428, -1.051, 3.755)  0.815
O (-0.861, -0.779, 5.282)  -0.485
O (-0.841, -0.160, 2.452)  -0.627
C (-0.617, -2.977, 3.373)  -0.204
C (0.045, -3.813, 4.261)  -0.110
C (0.178, -5.162, 4.071)  -0.072
C (-0.484, -5.767, 2.984)  -0.079
C (-1.238, -4.979, 2.137)  -0.087
C (-1.351, -3.618, 2.380)  -0.261
S (-2.351, -2.741, 1.176)  0.637
O (-3.015, -1.717, 1.972)  -0.291
O (-3.056, -3.734, 0.382)  -0.329
O (-1.180, -2.103, 0.261)  -0.444
H (1.772, -0.421, 4.054)  0.046
H (0.414, -3.361, 5.173)  0.106
H (0.765, -5.719, 4.835)  0.113
H (-0.548, -6.832, 2.796)  0.097
H (-1.718, -5.450, 1.288)  0.105
F (4.819, 2.923, -0.986)  0.097
C (5.106, 1.635, -0.544)  -0.513
F (4.725, 0.834, -1.535)  0.144
F (6.437, 1.549, -0.395)  0.144
C (4.197, 1.287, 0.722)  -0.375
O (2.941, 1.406, 0.419)  -0.297
C (4.501, 2.458, 1.807)  -0.524
F (4.214, 2.013, 3.057)  0.130
F (3.745, 3.506, 1.555)  0.139
F (5.804, 2.841, 1.824)  0.128
C (4.656, -0.172, 1.283)  -0.477
F (5.917, -0.236, 1.708)  0.161
F (4.414, -1.130, 0.326)  0.113
F (3.835, -0.506, 2.317)  0.120
C (-3.745, -5.250, -2.856)  -0.114
C (-3.584, -4.208, -3.964)  -0.266
C (-2.310, -3.253, -3.941)  -0.294
C (-2.150, -2.276, -2.787)  -0.307
Ge (-0.607, -2.292, -1.478)  0.942
C (0.734, -0.990, -1.957)  -0.334
C (1.559, -1.310, -3.168)  -0.258
C (2.878, -2.135, -2.795)  -0.265
C (4.001, -2.041, -3.797)  -0.131
H (-4.720, -5.761, -2.989)  0.073
H (-3.707, -4.776, -1.853)  0.056
H (-2.938, -5.988, -2.900)  0.067
H (-4.476, -3.550, -3.914)  0.100
H (-3.650, -4.618, -4.985)  0.093
H (-2.260, -2.724, -4.913)  0.094
H (-1.372, -3.835, -4.105)  0.089
H (-3.000, -2.492, -2.072)  0.061
H (-2.288, -1.249, -3.167)  0.058
H (-0.090, -3.727, -1.733)  0.009
H (1.389, -0.975, -1.061)  0.068
H (0.241, 0.023, -2.026)  0.073
H (1.966, -0.364, -3.623)  0.119
H (1.058, -1.893, -3.960)  0.099
H (2.720, -3.157, -2.526)  0.089
H (3.273, -1.688, -1.873)  0.085
H (3.645, -2.218, -4.841)  0.079
H (4.841, -2.695, -3.553)  0.070
H (4.393, -1.018, -3.786)  0.064

As for the relative energy (zero: lowest compared OMol25 entry of this formula, charge and spin): 0.0 kcal/mol. Its net charge is -1. Its highest occupied orbital energy is -5.3461 eV. The spin multiplicity is 1. The HOMO-LUMO gap comes out at 0.27521 Ha.

***

Record 2
A molecular structure, C73H63Cl3GaN4O5S5. Source: the OMol25 dataset; level of theory: wB97M-V/def2-TZVPD.

Each line ends with the Löwdin charge.
Cartesian coordinates (Å):
Ga (-0.167, -1.518, 0.543)  0.357
C (3.092, -2.913, -6.318)  -0.035
C (3.370, -2.521, -4.898)  -0.259
C (3.856, -1.246, -4.604)  -0.018
C (4.104, -0.850, -3.303)  -0.072
C (3.904, -1.745, -2.253)  -0.334
C (3.425, -3.014, -2.535)  -0.072
C (3.163, -3.400, -3.842)  -0.018
S (4.099, -1.298, -0.480)  0.954
O (4.840, -2.399, 0.167)  -0.473
C (5.239, 0.039, -0.794)  -0.332
C (6.471, -0.368, -1.339)  -0.063
C (7.363, 0.554, -1.787)  0.014
C (7.028, 1.924, -1.795)  -0.147
C (7.896, 2.882, -2.367)  -0.008
C (7.577, 4.209, -2.353)  -0.045
C (6.359, 4.633, -1.791)  -0.042
C (5.493, 3.729, -1.243)  -0.025
C (5.809, 2.350, -1.203)  -0.138
C (4.918, 1.386, -0.614)  -0.129
C (3.853, 1.932, 0.309)  -0.087
C (4.387, 2.753, 1.372)  -0.105
C (5.778, 2.820, 1.633)  -0.002
C (6.279, 3.681, 2.569)  -0.025
C (5.421, 4.513, 3.308)  -0.035
C (4.068, 4.412, 3.147)  -0.014
C (3.521, 3.510, 2.209)  -0.147
C (2.129, 3.313, 2.110)  -0.002
C (1.622, 2.434, 1.212)  -0.106
C (2.462, 1.774, 0.284)  -0.315
S (1.617, 0.869, -0.994)  1.173
O (0.541, 0.034, -0.205)  -0.444
C (0.583, 2.141, -1.701)  -0.362
C (-0.591, 2.631, -1.150)  -0.080
C (-1.306, 3.595, -1.841)  -0.007
C (-0.877, 4.076, -3.078)  -0.230
C (-1.686, 5.086, -3.831)  -0.018
C (0.314, 3.576, -3.606)  -0.004
C (1.041, 2.616, -2.927)  -0.060
H (2.568, -2.117, -6.844)  0.087
H (2.497, -3.823, -6.372)  0.080
H (4.033, -3.085, -6.842)  0.097
H (4.047, -0.556, -5.416)  0.126
H (4.456, 0.156, -3.122)  0.106
H (3.270, -3.704, -1.719)  0.044
H (2.806, -4.402, -4.051)  0.118
H (6.695, -1.426, -1.374)  0.127
H (8.330, 0.249, -2.165)  0.132
H (8.811, 2.540, -2.833)  0.125
H (8.248, 4.938, -2.786)  0.118
H (6.104, 5.684, -1.804)  0.116
H (4.547, 4.071, -0.845)  0.121
H (6.454, 2.167, 1.103)  0.127
H (7.345, 3.716, 2.747)  0.122
H (5.838, 5.206, 4.026)  0.121
H (3.401, 5.020, 3.745)  0.122
H (1.468, 3.859, 2.772)  0.129
H (0.559, 2.248, 1.171)  0.098
H (-0.956, 2.263, -0.200)  0.085
H (-2.211, 3.996, -1.404)  0.080
H (-2.548, 5.416, -3.255)  0.080
H (-2.044, 4.663, -4.770)  0.098
H (-1.079, 5.955, -4.085)  0.098
H (0.665, 3.937, -4.564)  0.132
H (1.967, 2.230, -3.337)  0.115
O (-1.283, -2.461, -0.788)  -0.499
S (-2.255, -3.087, -1.800)  1.147
C (-2.144, -4.889, -1.498)  -0.274
C (-0.696, -5.380, -1.432)  -0.203
C (-0.449, -6.256, -0.201)  -0.193
C (-0.514, -5.497, 1.118)  -0.277
S (0.926, -4.431, 1.544)  1.134
O (0.795, -3.229, 0.569)  -0.473
C (2.201, -5.547, 0.964)  -0.389
C (2.301, -6.694, 1.750)  -0.090
C (3.228, -7.663, 1.410)  -0.038
C (4.067, -7.471, 0.319)  -0.032
C (3.974, -6.310, -0.432)  -0.024
C (3.032, -5.339, -0.118)  -0.059
C (-3.895, -2.881, -1.100)  -0.387
C (-4.171, -3.261, 0.207)  -0.094
C (-5.464, -3.176, 0.691)  -0.045
C (-6.478, -2.697, -0.130)  -0.031
C (-6.196, -2.297, -1.429)  -0.054
C (-4.902, -2.395, -1.923)  -0.078
H (-2.693, -5.330, -2.332)  0.117
H (-2.694, -5.106, -0.586)  0.081
H (-0.017, -4.527, -1.402)  0.091
H (-0.460, -5.957, -2.325)  0.128
H (0.524, -6.736, -0.295)  0.111
H (-1.198, -7.052, -0.168)  0.137
H (-0.585, -6.188, 1.959)  0.106
H (-1.367, -4.818, 1.156)  0.061
H (1.660, -6.835, 2.613)  0.118
H (3.295, -8.564, 2.003)  0.123
H (4.804, -8.223, 0.074)  0.123
H (4.639, -6.150, -1.269)  0.124
H (2.981, -4.429, -0.687)  0.047
H (-3.378, -3.627, 0.848)  0.096
H (-5.689, -3.503, 1.697)  0.122
H (-7.491, -2.633, 0.243)  0.125
H (-6.991, -1.927, -2.063)  0.125
H (-4.682, -2.108, -2.943)  0.120
N (1.308, -0.627, 4.377)  0.180
C (1.244, -0.478, 3.050)  -0.061
N (0.341, -1.273, 2.508)  0.086
C (-0.215, -2.005, 3.554)  -0.232
C (-1.208, -2.981, 3.558)  -0.072
C (-1.574, -3.519, 4.774)  -0.043
C (-0.963, -3.099, 5.965)  -0.041
C (0.030, -2.142, 5.976)  0.027
C (0.391, -1.596, 4.749)  -0.153
H (1.921, -0.129, 5.004)  0.186
H (1.847, 0.221, 2.492)  0.137
H (-1.674, -3.281, 2.627)  0.086
H (-2.346, -4.275, 4.821)  0.119
H (-1.287, -3.539, 6.898)  0.123
H (0.502, -1.836, 6.900)  0.129
Cl (-3.637, 7.828, 0.026)  0.736
C (-4.217, 6.210, -0.037)  -0.663
C (-3.391, 5.162, 0.340)  -0.119
C (-3.876, 3.867, 0.293)  -0.065
C (-5.181, 3.585, -0.098)  -0.196
C (-5.726, 2.176, -0.099)  -0.259
C (-4.720, 1.148, -0.691)  -0.017
N (-3.779, 0.502, 0.227)  0.002
C (-4.050, -0.051, 1.455)  -0.005
C (-2.905, -0.651, 1.877)  -0.063
N (-1.942, -0.497, 0.906)  0.041
C (-2.511, 0.198, -0.071)  -0.137
O (-6.245, 1.700, 1.142)  -0.141
C (-5.993, 2.375, 2.383)  -0.156
C (-6.702, 3.683, 2.576)  -0.341
C (-8.049, 3.854, 2.425)  -0.984
Cl (-9.178, 2.653, 1.979)  0.696
S (-8.548, 5.466, 2.770)  1.035
C (-6.937, 5.918, 3.140)  -0.389
C (-6.069, 4.886, 2.993)  -0.154
C (-5.991, 4.661, -0.480)  -0.568
Cl (-7.620, 4.421, -0.997)  0.795
C (-5.512, 5.961, -0.460)  -0.105
H (-2.385, 5.364, 0.682)  0.115
H (-3.216, 3.051, 0.566)  0.110
H (-6.577, 2.169, -0.784)  0.116
H (-4.139, 1.645, -1.467)  0.140
H (-5.305, 0.351, -1.149)  0.118
H (-5.016, 0.031, 1.911)  0.128
H (-2.714, -1.157, 2.804)  0.105
H (-2.017, 0.470, -0.989)  0.142
H (-4.919, 2.525, 2.541)  0.120
H (-6.364, 1.665, 3.126)  0.137
H (-6.730, 6.925, 3.465)  0.076
H (-5.006, 4.960, 3.175)  0.114
H (-6.152, 6.777, -0.763)  0.119

As for the relative energy (zero: lowest compared OMol25 entry of this formula, charge and spin): 34.4 kcal/mol. Its net charge is +3. Its highest occupied orbital energy is -13.3179 eV. The spin multiplicity is 1. The HOMO-LUMO gap comes out at 0.24181 Ha.

***

Record 3
C2H6ClNOS in the gas phase. Source: the OMol25 dataset; level of theory: wB97M-V/def2-TZVPD.

Each line ends with the Löwdin charge.
Cartesian coordinates (Å):
C (0.016, 1.119, 0.967)  -0.142
C (0.351, 0.183, -1.194)  -0.115
N (-0.210, -0.018, 0.113)  -0.532
O (0.734, -2.422, -0.166)  -0.553
S (-0.218, -1.573, 0.813)  0.680
Cl (-2.202, -2.141, 0.443)  0.172
H (-0.560, 0.841, 1.921)  0.109
H (1.090, 1.353, 0.950)  0.088
H (-0.373, 2.039, 0.592)  0.073
H (0.646, -0.816, -1.363)  0.031
H (-0.396, 0.582, -2.023)  0.138
H (1.123, 0.853, -1.055)  0.051

As for the relative energy (zero: lowest compared OMol25 entry of this formula, charge and spin): 29.8 kcal/mol. Its highest occupied orbital energy is -9.5926 eV. The spin multiplicity is 1. The HOMO-LUMO gap comes out at 0.35120 Ha.

***

Record 4
6 unconnected molecules or ions with the total composition C4H21N2O7. Source: the OMol25 dataset; level of theory: wB97M-V/def2-TZVPD.

Each line ends with the Löwdin charge.
Cartesian coordinates (Å):
C (-0.188, -2.661, -1.650)  -0.190
O (-0.238, -3.517, -0.532)  -0.030
C (-0.153, -1.151, -1.219)  -0.242
C (0.721, -0.404, -2.205)  -0.080
C (0.646, 1.092, -2.066)  -0.520
N (0.641, 1.816, -3.231)  0.167
O (0.743, 1.626, -0.975)  0.062
N (0.536, -1.118, 0.122)  0.204
H (0.662, -2.886, -2.299)  0.128
H (-1.034, -2.869, -2.316)  0.136
H (-1.153, -3.530, -0.237)  0.108
H (-1.163, -0.781, -1.177)  0.135
H (1.795, -0.628, -2.250)  0.153
H (0.501, -0.621, -3.259)  0.135
H (0.683, 2.823, -3.105)  0.116
H (-0.038, 1.670, -3.963)  0.110
H (1.484, -1.454, -0.035)  0.174
H (-0.035, -1.667, 0.759)  0.120
H (0.601, -0.137, 0.411)  0.128
H (1.127, -1.341, 2.848)  -0.002
H (0.486, -2.771, 3.067)  0.052
O (1.064, -2.257, 2.502)  -0.066
H (-2.481, 3.979, 0.493)  0.059
H (-3.281, 3.229, -0.572)  0.052
O (-2.781, 3.091, 0.239)  -0.045
H (1.882, 0.132, 4.399)  0.073
H (0.925, 0.822, 3.411)  0.019
O (1.701, 0.243, 3.458)  -0.047
H (-1.595, 1.151, 1.217)  0.017
H (-1.802, 1.014, -0.200)  0.030
O (-1.566, 0.446, 0.544)  -0.073
H (-0.991, 2.603, 2.782)  0.077
H (0.372, 2.669, 2.124)  0.080
O (-0.310, 2.041, 2.389)  -0.038

As for the relative energy (zero: lowest compared OMol25 entry of this formula, charge and spin): 29.6 kcal/mol. Its net charge is +1. Its highest occupied orbital energy is -13.5251 eV. The spin multiplicity is 1. The HOMO-LUMO gap comes out at 0.40268 Ha.